Entry 1:
The following is a DFT calculation (the ωB97M-V functional and the def2-TZVPD basis) of a structure of composition C21H31ClLuN2O5S.

Calculated values
frontier orbital gap (spin up / spin down): 3.8 / 2.8 eV
multiplicity: 1
charge: -1

Structure (XYZ):
```
62
Properties=species:S:1:pos:R:3:forces:R:3
Lu 1.276 0.131 0.801 -0.23 1.57 -0.09
Cl 3.186 1.347 2.534 -0.14 1.22 1.95
N -1.089 0.068 1.992 -0.62 -1.02 0.26
N 1.647 0.398 -1.626 0.05 -0.77 -0.73
C -1.102 -0.958 2.797 0.68 0.98 -1.41
C 2.064 -0.659 -2.278 -0.90 1.05 1.78
C -2.393 0.791 2.237 0.61 0.03 0.16
C -2.749 0.319 3.639 0.34 -0.62 0.81
C -3.457 0.342 1.245 -0.02 -0.32 -0.35
C -2.240 2.292 2.180 -0.06 0.31 0.15
H -3.639 -0.739 1.309 0.14 0.17 -0.09
H -3.150 0.594 0.225 -0.01 -0.14 0.10
H -4.410 0.849 1.445 0.18 0.01 0.06
H -1.453 2.623 2.857 0.02 0.02 -0.13
H -3.182 2.772 2.471 0.01 -0.04 -0.03
H -1.994 2.609 1.166 0.04 -0.07 0.07
C 1.512 1.525 -2.624 0.18 -0.30 0.72
C 1.910 0.866 -3.936 0.38 -1.01 -0.57
C 2.490 2.636 -2.297 0.18 0.18 0.19
C 0.087 2.045 -2.668 -0.29 0.02 0.04
H -0.606 1.227 -2.898 0.04 0.12 0.08
H -0.010 2.810 -3.452 0.03 -0.12 0.11
H -0.181 2.489 -1.704 0.02 -0.14 -0.18
H 3.513 2.243 -2.331 -0.11 0.12 0.10
H 2.306 3.059 -1.305 0.09 -0.10 -0.16
H 2.399 3.432 -3.047 0.03 -0.04 0.06
O 2.292 -0.507 -3.566 0.16 0.44 -1.59
H 2.782 1.325 -4.429 -0.28 -0.15 0.30
H 1.100 0.793 -4.679 0.13 -0.04 0.32
O -1.958 -0.924 3.800 -1.45 0.12 0.68
H -3.805 0.054 3.812 0.41 0.07 -0.24
H -2.432 1.022 4.425 0.06 -0.24 -0.26
C -0.205 -2.155 2.610 -0.96 0.49 -0.54
C 2.281 -1.993 -1.636 -0.76 0.15 -0.67
C 0.948 -2.464 -0.968 -1.29 -0.79 -1.65
H 3.098 -1.827 -0.921 -0.32 -0.02 0.73
H 2.724 -2.683 -2.377 -0.65 0.14 0.15
C 0.445 -1.867 0.164 4.75 2.09 1.64
C -0.255 -2.555 1.094 -2.42 -1.37 0.27
H 3.185 0.389 1.523 1.03 -2.13 -1.68
C -1.232 -3.394 0.510 0.30 0.02 0.83
C -1.170 -3.670 -0.876 0.91 0.58 0.74
C -2.354 -3.860 1.386 -0.15 -0.14 -0.01
C -0.014 -3.296 -1.589 1.01 0.28 -0.07
H -1.997 -4.129 -1.379 -0.26 -0.45 -0.16
C 0.218 -3.641 -3.025 -0.19 -0.09 -0.32
H -0.620 -4.213 -3.410 -0.02 -0.22 -0.26
H 1.146 -4.201 -3.140 -0.03 -0.28 -0.06
H 0.350 -2.748 -3.654 -0.17 -0.10 0.18
H -1.962 -4.324 2.295 -0.10 -0.23 -0.11
H -2.983 -4.554 0.840 -0.25 -0.26 0.13
H -2.979 -3.031 1.743 0.02 -0.01 -0.18
H -0.475 -2.940 3.328 -0.19 0.06 -0.37
H 0.786 -1.812 2.949 0.36 -0.23 -0.57
C 0.010 4.832 0.864 0.15 -0.01 0.09
S 1.011 3.382 1.309 -0.23 -0.85 -0.15
O 2.351 3.692 0.862 -0.45 0.50 0.11
O 0.786 3.137 2.723 -0.06 0.70 -0.51
O 0.473 2.184 0.513 0.13 1.75 0.41
H 0.356 5.678 1.486 -0.02 -0.56 -0.21
H -1.050 4.660 1.063 0.18 -0.12 -0.03
H 0.172 5.088 -0.189 -0.01 -0.21 0.17
```
Positions in Å, forces in eV/Å.

natural (NBO) population analysis, charges in e, atoms 1 to 2: Lu 1.358; Cl -0.369


Entry 2:
The following is a DFT calculation (the ωB97M-V functional and the def2-TZVPD basis) of a structure of composition C21H31CoN4O3S.

Calculated values
frontier orbital gap: 6.8 eV
ΔE to the lowest compared entry with this formula, charge and spin: 18.9 kcal/mol
multiplicity: 1
charge: +2

Structure (XYZ):
```
61
Properties=species:S:1:pos:R:3:forces:R:3
Co 1.342 1.616 0.071 1.07 2.13 -0.35
N 3.201 1.930 -0.393 0.36 -0.28 -0.04
C 4.012 1.978 0.847 0.21 0.04 -0.04
C 3.201 2.764 1.836 0.03 0.02 0.12
N 1.891 2.059 1.919 -0.20 -0.62 0.21
H 3.570 1.230 -1.032 -0.07 0.01 -0.06
H 3.250 2.823 -0.877 0.10 0.01 -0.01
H 4.993 2.422 0.681 -0.02 0.01 -0.09
H 4.157 0.955 1.196 0.02 -0.01 -0.02
H 3.019 3.776 1.478 -0.02 0.01 0.01
H 3.697 2.828 2.803 -0.11 -0.04 0.07
H 1.194 2.659 2.357 -0.08 -0.01 -0.08
H 1.985 1.236 2.511 -0.01 0.03 0.06
O -0.492 1.504 0.248 -1.09 -0.54 -0.04
S -1.595 1.412 1.338 0.68 0.05 0.21
C -1.437 -0.273 1.989 -0.15 -0.16 -0.22
C -1.980 -1.397 1.142 0.08 -0.05 0.05
C -2.731 -2.391 1.761 0.05 -0.08 0.04
C -3.208 -3.472 1.031 -0.05 0.05 0.00
C -2.974 -3.547 -0.334 -0.01 0.01 0.02
C -2.245 -2.544 -0.963 0.03 0.01 -0.01
C -1.738 -1.481 -0.230 0.10 -0.08 0.03
C -3.160 1.363 0.408 0.02 0.20 -0.07
C -3.028 2.061 -0.917 -0.21 0.02 0.06
C -2.979 1.320 -2.089 -0.04 -0.07 -0.09
C -2.977 1.963 -3.320 0.04 -0.05 0.04
C -3.004 3.348 -3.378 0.04 0.01 -0.05
C -3.034 4.093 -2.206 0.07 0.03 0.05
C -3.044 3.450 -0.978 0.02 0.10 0.03
H -1.907 -0.263 2.974 0.02 0.04 0.01
H -0.355 -0.353 2.129 -0.01 -0.01 0.10
H -2.931 -2.333 2.825 -0.02 0.00 -0.02
H -3.781 -4.244 1.528 0.01 0.02 -0.01
H -3.370 -4.375 -0.907 0.03 0.02 0.01
H -2.080 -2.586 -2.033 0.01 -0.01 0.02
H -1.179 -0.702 -0.733 0.04 0.02 -0.01
H -3.839 1.889 1.082 -0.05 -0.02 -0.05
H -3.469 0.325 0.312 0.04 0.01 -0.04
H -2.983 0.237 -2.044 -0.05 0.04 -0.02
H -2.973 1.382 -4.232 0.02 0.00 0.01
H -3.009 3.850 -4.337 -0.02 -0.01 0.01
H -3.070 5.173 -2.251 0.01 -0.01 0.01
H -3.086 4.036 -0.065 -0.06 -0.01 -0.03
O 1.129 3.463 -0.168 -0.35 0.13 0.10
N 0.863 3.412 -1.416 0.10 0.06 0.07
O 0.985 2.239 -1.790 -0.34 -0.68 -0.28
C 1.895 -3.486 -1.190 -0.03 0.07 -0.02
C 2.287 -2.811 0.132 0.04 0.04 -0.01
C 1.530 -3.430 1.320 -0.02 0.10 -0.02
C 3.809 -2.891 0.352 -0.02 0.11 -0.01
C 1.933 -1.378 0.061 0.00 -0.29 0.00
N 1.690 -0.259 0.032 -0.15 -0.29 0.33
H 2.259 -4.513 -1.167 -0.02 0.01 0.01
H 2.342 -2.983 -2.048 0.02 -0.03 0.02
H 0.814 -3.504 -1.314 -0.05 0.00 -0.02
H 1.882 -4.453 1.448 -0.04 0.00 -0.01
H 0.456 -3.447 1.138 -0.03 0.00 -0.01
H 1.723 -2.886 2.246 0.04 -0.05 0.00
H 4.085 -3.942 0.423 0.00 0.00 0.00
H 4.107 -2.397 1.278 0.00 -0.03 0.00
H 4.355 -2.452 -0.484 0.00 -0.02 0.01
```
Positions in Å, forces in eV/Å.

natural (NBO) population analysis, charges in e, atoms 1 to 2: Co 1.195; N -0.719


Entry 3:
The following is a DFT calculation (the ωB97M-V functional and the def2-TZVPD basis) of a structure of composition C21H31CrF5OP2.

Calculated values
frontier orbital gap (spin up / spin down): 6.3 / 6.2 eV
ΔE to the lowest compared entry with this formula, charge and spin: 74.8 kcal/mol
expectation value of S²: 6.10
multiplicity: 5
charge: 0

Structure (XYZ):
```
61
Properties=species:S:1:pos:R:3:forces:R:3
P -0.984 -3.028 -1.346 0.36 -0.03 -2.86
P -0.233 0.389 -1.827 1.00 2.46 -2.55
C -1.108 -1.941 -2.882 0.82 -1.35 0.09
C 0.137 -1.090 -2.845 -0.08 0.28 -0.72
H -2.040 -1.311 -2.904 0.73 -1.03 0.00
H -1.064 -2.659 -3.715 -0.36 0.38 -0.07
H 0.985 -1.593 -2.328 -0.46 0.39 -0.70
H 0.458 -0.702 -3.840 -0.26 -1.00 0.74
C -1.880 1.121 -2.339 -0.61 -0.93 0.72
H -1.801 2.208 -2.512 0.19 -0.51 0.36
H -2.467 0.921 -1.439 -0.78 0.43 -0.32
H -2.362 0.691 -3.226 0.13 -0.02 0.21
C 0.427 1.408 -3.379 0.73 0.77 0.53
H -0.284 1.304 -4.227 0.14 -0.17 0.76
H 1.400 1.074 -3.774 -0.21 0.11 0.44
H 0.506 2.476 -3.128 -0.08 -0.39 -0.14
C -2.249 -4.172 -1.780 -0.28 -0.72 0.08
H -3.195 -3.776 -1.382 0.21 -0.46 -0.26
H -1.946 -5.091 -1.270 -0.69 -0.32 -0.41
H -2.251 -4.197 -2.879 -0.31 -0.70 0.42
C 0.637 -3.820 -1.268 0.56 -0.05 -0.50
H 1.380 -3.041 -1.044 -0.16 -0.24 -0.21
H 0.887 -4.336 -2.201 0.10 0.12 0.10
H 0.727 -4.518 -0.433 -0.42 0.03 -0.13
Cr -1.491 -1.749 0.224 0.53 2.76 6.27
C 0.862 3.666 -0.922 -0.63 0.33 -0.33
C 0.108 2.995 -0.073 -0.44 -1.08 -0.78
C 0.606 2.062 0.959 0.31 -0.42 0.76
C 2.076 1.476 0.932 0.15 -0.08 1.69
C 2.793 0.820 -0.216 -0.90 0.09 -1.91
C 2.914 1.298 -1.490 0.39 -0.87 2.37
C 3.062 2.751 -1.803 -1.06 0.37 -0.31
C 2.351 3.729 -0.845 0.31 0.92 -0.67
C -0.720 -3.332 1.506 -0.35 -0.03 -0.03
H 0.376 4.215 -1.763 0.46 -0.32 0.75
H -0.967 2.886 -0.238 0.11 0.60 0.07
H -0.114 1.229 1.093 0.51 0.39 -0.27
H 0.510 2.597 1.921 0.28 -0.27 -0.02
H 2.731 2.211 1.428 -0.14 -0.40 0.08
H 1.954 0.620 1.614 0.23 0.57 0.31
H 3.104 -0.221 -0.003 -0.67 0.38 -0.46
H 2.935 0.535 -2.266 1.02 0.31 -0.18
H 2.600 2.894 -2.794 0.71 0.37 0.07
H 4.122 3.064 -1.775 -0.33 -0.49 -0.50
H 2.789 3.705 0.165 -0.46 0.02 -0.50
H 2.536 4.725 -1.266 0.59 -0.02 0.30
H 0.320 -3.096 1.848 -0.80 -0.01 -0.43
H -0.740 -4.362 1.090 -0.02 0.47 0.41
H -1.387 -3.296 2.401 0.41 0.03 -0.63
F -1.897 1.403 7.276 -0.10 -0.21 -0.24
C -1.677 0.784 6.098 0.48 -0.33 -0.42
C -0.370 0.751 5.568 -0.58 0.12 0.45
F 0.652 1.354 6.217 -0.55 -0.34 -0.12
C -0.139 0.140 4.355 -0.24 0.12 -0.65
F 1.119 0.081 3.850 -0.40 0.30 0.26
C -1.202 -0.281 3.510 -0.06 0.08 -0.05
O -0.995 -0.435 2.239 -0.64 -1.12 -0.89
C -2.461 -0.451 4.171 0.74 -0.03 -0.24
F -3.402 -1.206 3.551 -0.07 0.53 0.03
C -2.707 0.114 5.411 0.17 0.20 0.65
F -3.932 0.010 5.996 0.74 0.06 -0.43
```
Positions in Å, forces in eV/Å.

natural (NBO) population analysis, charges in e, atoms 1 to 2: P 0.956; P 0.797


Entry 4:
The following is a DFT calculation (the ωB97M-V functional and the def2-TZVPD basis) of a structure of composition C21H31F5OsP2S.

Calculated values
frontier orbital gap (spin up / spin down): 5.6 / 6.2 eV
ΔE to the lowest compared entry with this formula, charge and spin: 93.7 kcal/mol
expectation value of S²: 6.02
multiplicity: 5
charge: +2

Structure (XYZ):
```
61
Properties=species:S:1:pos:R:3:forces:R:3
P -0.342 -2.972 0.142 0.10 0.47 0.51
P -0.444 2.487 1.331 -0.35 -2.03 -1.22
C -1.227 0.271 -0.382 -0.11 -0.09 -0.83
C -0.231 1.474 -0.190 -1.04 1.63 0.30
H -2.118 0.318 0.249 0.27 -0.15 -0.13
H -1.533 0.043 -1.430 -0.04 0.74 1.28
H 0.846 1.348 -0.461 -0.58 -0.23 0.54
H -0.548 2.362 -0.735 0.35 -0.55 -1.53
C -1.904 3.452 0.889 0.27 0.23 0.57
H -2.122 4.201 1.664 -0.17 -0.26 -0.26
H -2.741 2.772 0.719 0.00 0.22 0.07
H -1.616 3.966 -0.039 -0.26 0.02 0.22
C 0.951 3.666 1.258 0.37 -0.26 0.78
H 0.868 4.034 0.220 -0.02 -0.08 0.32
H 1.934 3.183 1.407 -0.61 0.25 -0.02
H 0.817 4.508 1.962 0.06 -0.49 -0.32
C -1.623 -3.879 -0.602 -1.05 -1.36 -0.13
H -1.694 -4.829 -0.045 -0.16 0.16 -0.52
H -1.342 -4.022 -1.632 -0.18 -0.55 -0.43
H -2.580 -3.365 -0.556 0.01 0.10 0.15
C 1.291 -3.263 -0.678 0.20 -1.01 0.66
H 2.030 -2.363 -0.664 -0.78 -1.76 0.10
H 1.044 -3.558 -1.691 0.40 -0.33 0.10
H 1.629 -4.113 -0.052 0.73 0.51 -0.56
Os 0.384 -0.996 -0.226 -0.24 1.65 1.33
C 0.634 1.181 -2.799 -1.07 1.33 -0.77
C -0.720 1.115 -2.841 1.09 1.57 -0.63
C -1.591 0.266 -3.700 -0.48 0.19 0.09
C -1.095 -1.135 -4.010 -0.13 0.26 0.04
C -0.154 -1.774 -2.997 0.24 -1.18 -0.99
C 1.183 -1.758 -3.194 0.94 -0.98 -0.80
C 2.012 -0.742 -3.882 0.27 1.37 -0.58
C 1.473 0.728 -3.937 0.96 -0.95 -0.90
C 0.853 -1.785 1.909 1.60 -0.37 1.68
H 1.154 1.935 -2.169 -0.68 -0.53 -0.50
H -1.319 1.836 -2.273 0.41 -0.41 -0.24
H -1.798 0.783 -4.641 -0.07 0.10 0.03
H -2.558 0.185 -3.185 0.04 0.15 -0.16
H -1.973 -1.793 -4.111 0.34 0.15 0.07
H -0.638 -1.112 -5.010 0.23 -0.23 0.45
H -0.574 -2.644 -2.478 0.28 0.46 -0.63
H 1.795 -2.694 -3.174 -0.65 0.78 1.09
H 2.206 -1.038 -4.931 -0.01 -0.16 0.42
H 3.012 -0.708 -3.405 -0.46 -0.28 -0.15
H 2.374 1.377 -3.964 -0.62 -0.32 -0.19
H 0.941 0.872 -4.904 0.25 -0.02 0.68
H 1.392 -1.062 2.573 -0.05 -0.28 -0.85
H 1.461 -2.722 1.962 -0.07 0.69 -0.14
H -0.006 -2.072 2.546 -0.11 0.34 -0.58
F 1.139 0.560 7.797 -0.63 0.11 -1.57
C 0.657 0.662 6.541 0.07 -0.25 0.76
C 1.473 1.123 5.510 1.07 0.31 0.09
F 2.777 1.397 5.761 -1.39 -0.12 -0.30
C 0.976 1.243 4.217 0.18 -0.24 -0.23
F 1.855 1.599 3.239 -0.73 -0.07 0.47
C -0.345 0.884 3.881 0.49 -0.82 1.48
S -0.919 0.619 2.246 0.85 1.97 1.89
C -1.098 0.315 4.919 -0.45 -0.34 0.02
F -2.271 -0.286 4.611 0.67 0.65 0.26
C -0.638 0.231 6.232 -0.25 -0.27 0.83
F -1.400 -0.312 7.203 0.66 0.54 -1.08
```
Positions in Å, forces in eV/Å.

natural (NBO) population analysis, charges in e, atoms 1 to 2: P 1.093; P 1.362


Number 1: F_max 5.44 eV/Å. Number 2: F_max 2.41 eV/Å. Number 3: F_max 6.87 eV/Å. Number 4: F_max 2.86 eV/Å.